[1]
Formula: C3H4N4O
Source: the OMol25 dataset
Level of theory: ωB97M-V with the def2-TZVPD basis set

Last column: natural (NBO) charge in e.
Atoms and positions in Å:
C: -1.252 -0.969 -0.075  0.20
N: -1.725 -0.076 0.683  -0.23
N: -1.305 1.195 0.200  -0.25
C: -0.127 1.452 0.535  0.35
O: 0.806 0.662 1.186  -0.53
C: 1.596 0.092 0.196  0.32
N: 1.039 -0.571 -0.700  -0.29
N: -0.356 -0.669 -1.150  -0.50
H: -1.226 -2.091 0.251  0.19
H: 0.256 2.349 0.282  0.16
H: 2.551 -0.116 0.515  0.19
H: -0.255 -1.261 -1.921  0.39

Calculated values
Structure (SMILES): c1nncocn[nH]1
Lowest unoccupied orbital energy, eV: 0.81
Frontier orbital gap, Eh: 0.3835
ΔE to the lowest compared entry with this formula, charge and spin, kcal per mole: 113.7
Total charge: 0
HOMO level, eV: -9.6



[2]
Formula: C4HO3
Source: the OMol25 dataset
Level of theory: ωB97M-V with the def2-TZVPD basis set

Last column: natural (NBO) charge in e.
Atoms and positions in Å:
C: -1.470 0.924 -0.241  -0.34
C: -0.167 0.631 -0.070  -0.59
C: 0.912 1.363 0.006  0.68
C: 0.263 -1.312 0.011  0.95
O: 0.999 -1.533 -0.897  -0.64
O: 2.027 1.616 0.364  -0.54
O: -0.420 -1.762 0.868  -0.63
H: -2.143 0.073 -0.039  0.12

Calculated values
Lowest unoccupied orbital energy (spin up / spin down), eV: 3.88 / 3.88
Frontier orbital gap (spin up / spin down), Eh: 0.2441 / 0.2441
ΔE to the lowest compared entry with this formula, charge and spin, kcal per mole: 33.7
Total charge: -1
HOMO level (spin up / spin down), eV: -2.8 / -2.8



[3]
Formula: C9H11NO
Source: the OMol25 dataset
Level of theory: ωB97M-V with the def2-TZVPD basis set

Last column: natural (NBO) charge in e.
Atoms and positions in Å:
C: 1.834 0.920 -2.142  -0.07
N: 1.359 0.346 -1.118  -0.35
C: 0.071 -0.125 -1.071  0.08
C: -0.059 -1.523 -0.814  -0.21
C: -1.380 -2.109 -0.660  -0.19
C: -2.392 -1.201 -0.838  -0.24
C: -2.279 0.144 -1.083  -0.20
C: -1.000 0.692 -1.220  -0.24
H: 2.831 1.074 -1.806  0.19
H: 1.392 1.267 -3.091  0.17
H: 0.784 -2.219 -0.745  0.22
H: -1.546 -3.160 -0.519  0.22
H: -3.301 -1.674 -0.878  0.20
H: -3.176 0.722 -1.205  0.21
H: -0.900 1.749 -1.387  0.22
C: 0.498 0.711 2.901  -0.72
C: 1.853 0.622 2.262  0.42
O: 2.193 0.919 1.138  -0.49
H: 0.455 -0.067 3.670  0.23
H: -0.264 0.611 2.186  0.23
H: 0.301 1.629 3.474  0.24
H: 2.729 0.672 2.948  0.10

Calculated values
Structure (SMILES): C=Nc1ccccc1.CC=O
Lowest unoccupied orbital energy, eV: 0.95
Frontier orbital gap, Eh: 0.3387
ΔE to the lowest compared entry with this formula, charge and spin, kcal per mole: 68.4
Total charge: 0
HOMO level, eV: -8.3



[4]
Formula: CHFN2O5
Source: the OMol25 dataset
Level of theory: ωB97M-V with the def2-TZVPD basis set

Last column: natural (NBO) charge in e.
Atoms and positions in Å:
C: -0.113 0.451 -0.144  0.74
N: -1.243 -0.313 0.692  0.50
N: 0.187 0.001 -1.493  0.44
O: -1.020 -1.466 0.813  -0.26
O: 0.313 -1.159 -1.652  -0.25
O: -2.150 0.349 1.079  -0.31
O: 0.280 0.937 -2.248  -0.32
O: 1.668 -0.465 1.066  -0.78
F: -0.117 1.691 0.167  -0.22
H: 2.194 -0.026 1.720  0.45

Calculated values
Lowest unoccupied orbital energy (spin up / spin down), eV: -3.47 / -3.47
Frontier orbital gap (spin up / spin down), Eh: 0.2830 / 0.2825
ΔE to the lowest compared entry with this formula, charge and spin, kcal per mole: 112.0
Total charge: 0
HOMO level (spin up / spin down), eV: -11.2 / -11.2



[5]
Formula: C7H8N2O2
Source: the OMol25 dataset
Level of theory: ωB97M-V with the def2-TZVPD basis set

Last column: natural (NBO) charge in e.
Atoms and positions in Å:
C: 2.878 -0.751 -0.138  -0.45
C: 0.773 0.371 -0.071  0.15
C: -0.064 1.482 -0.270  -0.24
C: -1.493 1.490 -0.068  -0.15
C: -1.974 0.159 -0.024  -0.02
C: -1.183 -1.009 -0.047  -0.12
C: 0.241 -0.937 0.238  -0.26
H: 2.531 -1.549 -0.847  0.24
H: 3.195 -1.204 0.978  0.18
H: 3.822 -0.259 -0.667  0.21
H: 2.733 1.594 0.961  0.34
H: 0.750 2.399 -0.136  0.23
H: -2.197 2.348 -0.132  0.27
H: -1.751 -1.878 -0.207  0.26
H: 0.752 -1.917 0.540  0.25
N: 2.176 0.427 -0.030  -0.55
N: -3.316 -0.148 -0.047  0.48
O: -3.741 -1.398 -0.188  -0.43
O: -4.132 0.780 0.154  -0.36

Calculated values
Lowest unoccupied orbital energy, eV: -1.46
Frontier orbital gap, Eh: 0.2630
ΔE to the lowest compared entry with this formula, charge and spin, kcal per mole: 216.9
Total charge: 0
HOMO level, eV: -8.6



[6]
Formula: C15H27BeN5O6
Source: the OMol25 dataset
Level of theory: ωB97M-V with the def2-TZVPD basis set

Last column: natural (NBO) charge in e.
Atoms and positions in Å:
O: 0.976 -0.137 -2.943  -1.01
H: 1.794 -0.615 -3.167  0.48
Be: 0.590 -0.055 0.924  1.66
N: -1.849 -1.145 -0.756  -0.05
N: -1.090 1.420 -2.713  -0.05
N: 0.958 -1.735 1.197  -0.40
N: 1.899 0.339 2.056  -0.20
O: -1.563 -2.409 -0.809  -0.58
O: 0.360 -2.888 0.764  -0.61
O: 2.355 1.507 2.270  -0.55
O: -0.335 2.394 -2.028  -0.56
C: -2.024 0.796 -1.993  0.40
C: -2.084 -0.628 -1.994  0.00
C: 1.852 -1.940 2.181  0.27
C: 2.381 -0.742 2.715  -0.01
C: -2.196 -1.527 -3.166  -0.67
H: -1.238 -2.035 -3.346  0.24
H: -2.521 -0.985 -4.057  0.21
H: -2.942 -2.305 -2.943  0.24
C: -2.640 1.563 -0.879  -0.67
H: -2.626 2.634 -1.105  0.24
H: -2.108 1.378 0.066  0.26
H: -3.675 1.233 -0.746  0.24
C: 2.205 -3.295 2.670  -0.69
C: 3.327 -0.678 3.855  -0.66
H: 1.637 -4.048 2.116  0.26
H: 1.983 -3.382 3.742  0.23
H: 3.281 -3.473 2.542  0.24
H: 3.570 0.362 4.089  0.25
H: 4.256 -1.218 3.624  0.22
H: 2.883 -1.147 4.744  0.21
H: -0.420 -2.613 0.132  0.50
H: 0.069 1.890 -1.247  0.52
C: -0.493 1.035 -3.979  -0.41
H: 0.522 1.412 -4.083  0.26
H: -1.130 1.562 -4.712  0.17
H: -0.614 -0.020 -4.193  0.25
O: 0.845 0.672 -0.345  -1.30
H: 1.014 0.072 -1.970  0.51
H: 1.696 1.146 -0.283  0.50
C: -4.411 0.967 4.106  -0.64
C: -3.162 0.730 3.311  0.05
C: -2.858 -0.546 2.844  -0.26
C: -1.698 -0.744 2.117  0.10
N: -0.844 0.263 1.832  -0.64
C: -1.103 1.498 2.325  0.05
C: -2.263 1.765 3.039  -0.22
H: -5.261 0.445 3.653  0.23
H: -4.309 0.596 5.135  0.24
H: -4.640 2.036 4.152  0.22
H: -3.500 -1.401 3.038  0.23
H: -1.425 -1.732 1.763  0.24
H: -0.357 2.270 2.113  0.24
H: -2.448 2.785 3.373  0.22

Calculated values
Lowest unoccupied orbital energy (spin up / spin down), eV: -0.22 / -0.22
Frontier orbital gap (spin up / spin down), Eh: 0.2488 / 0.2488
ΔE to the lowest compared entry with this formula, charge and spin, kcal per mole: 0.0
Total charge: 0
HOMO level (spin up / spin down), eV: -7.0 / -7.0